55
Properties=species:S:1:pos:R:3:forces:R:3 method="wB97M-V/def2-TZVPD" energy_ha=-1435.4222 largest_force_ev_per_a=7.24 multiplicity=2 relative_energy_kcal_mol=0.0 lumo_energy_ev="0.72 / -0.95" total_charge=0
Ag 0.029 0.299 -0.243 -0.099 -1.470 0.375
C -3.441 -2.355 0.897 0.820 -0.862 0.697
C -3.037 -0.917 0.545 -0.211 0.351 -0.265
C -4.310 -0.004 0.712 -0.116 0.249 0.231
O -1.798 -0.494 1.094 -0.956 0.120 0.012
H -2.547 -2.969 1.015 0.298 0.068 -0.191
H -4.039 -2.877 0.150 -0.188 0.421 -0.262
H -3.952 -2.503 1.849 -0.187 0.515 0.121
H -2.862 -0.970 -0.530 0.047 0.293 -0.345
H -4.958 -0.097 -0.160 0.257 0.063 -0.359
H -4.168 1.060 0.902 0.629 0.044 -0.481
H -5.014 -0.244 1.509 0.408 -0.730 0.494
C 3.916 -2.117 0.666 -0.123 0.711 0.650
C 2.446 -2.382 0.383 -2.111 0.147 0.220
C 1.633 -2.993 1.591 0.695 -0.123 -1.274
O 1.733 -1.292 -0.148 0.956 -0.064 0.052
H 4.435 -1.817 -0.244 0.047 -0.215 -0.086
H 4.409 -2.969 1.134 0.044 -0.184 -0.204
H 4.030 -1.287 1.363 0.049 0.185 0.176
H 2.498 -3.187 -0.349 -0.272 -0.476 -0.472
H 0.671 -3.357 1.230 -0.224 0.554 -0.213
H 1.470 -2.243 2.365 0.154 -0.234 0.196
H 2.092 -3.934 1.893 0.454 0.173 0.730
C -1.645 2.927 -0.007 -0.526 -0.795 -0.391
O -1.112 2.132 -0.751 0.726 -1.257 -0.202
N -2.139 2.738 1.186 -0.906 -3.045 3.945
N -1.887 4.120 -0.430 -0.321 5.947 -2.781
H -2.105 1.789 1.532 0.200 -0.468 -0.241
H -2.575 3.327 1.881 0.372 0.743 -0.981
H -2.701 4.689 -0.248 0.221 -0.466 0.559
H -1.361 4.460 -1.223 -0.126 -0.445 -0.037
C 1.199 1.231 2.477 0.994 -1.192 0.300
O 0.891 1.630 1.380 0.681 1.161 -1.172
N 2.276 0.511 2.809 1.407 -0.518 -0.760
N 0.423 1.479 3.505 -2.159 1.190 2.000
H 2.451 0.217 3.760 0.113 0.088 -0.504
H 2.909 0.294 2.053 -0.115 -0.400 0.239
H 0.558 1.068 4.417 -0.191 0.547 -0.229
H -0.132 2.297 3.298 -0.470 -0.353 0.818
C -1.144 -0.751 -3.254 2.244 0.355 5.869
O -0.342 -0.313 -2.410 -1.292 -0.770 -1.143
N -1.199 -0.339 -4.441 0.663 2.547 -6.742
N -2.105 -1.631 -3.048 -1.813 -3.109 1.813
H -0.600 0.439 -4.679 0.135 -0.367 -0.214
H -1.357 -1.082 -5.106 -0.009 0.783 -0.552
H -2.477 -2.111 -3.856 -0.200 0.167 0.277
H -2.026 -2.219 -2.231 0.082 0.073 -0.006
C 2.840 1.602 -1.816 -2.516 3.912 0.310
O 1.622 1.800 -1.744 0.064 -0.346 -0.698
N 3.703 2.591 -2.095 1.296 2.639 -1.030
N 3.450 0.542 -1.515 1.960 -5.204 0.905
H 3.367 3.477 -2.446 0.033 -0.259 0.437
H 4.660 2.530 -1.777 -0.299 0.162 -0.331
H 4.455 0.482 -1.434 -0.452 -0.129 -0.267
H 2.867 -0.276 -1.411 -0.171 -0.726 1.004